Below is a cluster of 2 separate species, C11H15N in total, with properties calculated with ωB97M-V/def2-TZVPD.

Computed properties:
Relative energy (zero: lowest compared OMol25 entry of this formula, charge and spin) = 0.8451 eV
LUMO level = 0.03586 Ha
Orbital gap = 8.79 eV
SMILES = Cc1c[nH]c2ccccc12.CC

Geometry as XYZ:
```
27
Properties=species:S:1:pos:R:3:forces:R:3
C 3.86830 -1.32424 -1.91400 1.323 0.707 0.377
C 3.17822 -0.84574 -3.17487 -1.003 -1.045 0.157
H 4.87581 -1.70634 -2.13066 -0.478 -0.718 -0.213
H 4.18816 -0.53351 -1.24096 -0.559 0.630 0.136
H 3.28203 -1.99939 -1.29848 0.021 -0.340 -0.245
H 3.73725 -0.11420 -3.74761 0.038 0.008 -0.030
H 2.95489 -1.73844 -3.77339 0.435 0.244 -0.342
H 2.16234 -0.49501 -2.97467 0.207 0.514 0.176
C -0.99575 3.10431 1.03126 -0.131 1.912 0.098
C -1.24705 0.50801 1.12815 -0.003 1.005 0.856
C -1.69421 1.85760 1.41101 -0.428 -0.802 -0.124
C -2.25874 -0.36764 1.51232 -0.314 0.496 -1.301
C -3.00238 1.75011 1.83040 0.774 -0.388 -0.370
C 0.03415 -1.24973 0.16955 -0.770 -0.356 0.191
C -0.99491 -2.13386 0.58449 0.563 -0.596 -0.202
C -0.07583 0.06883 0.52494 0.226 0.310 -0.578
C -2.13600 -1.73805 1.22546 0.055 0.358 1.358
N -3.34654 0.41205 1.85671 0.470 -1.359 0.387
H 0.81636 -1.65516 -0.45564 0.312 0.176 0.231
H -0.84185 -3.19867 0.43907 -0.050 0.067 -0.156
H 0.63669 0.84181 0.26923 0.320 -0.238 -0.181
H -2.77741 -2.45042 1.73348 -0.249 -0.133 -0.550
H 0.07938 3.17459 0.85723 0.016 -1.117 -0.170
H -1.06956 3.88046 1.80764 -0.498 -0.185 -0.034
H -3.75570 2.50565 1.96458 0.043 0.107 0.269
H -4.13894 -0.07642 2.22569 -0.525 0.692 0.192
H -1.47871 3.52340 0.13909 0.206 0.051 0.065
```
Positions in Å, forces in eV/Å.

***

Below is a cluster of 2 separate species, C11H15N in total, with properties calculated with ωB97M-V/def2-TZVPD.

Computed properties:
Relative energy (zero: lowest compared OMol25 entry of this formula, charge and spin) = 0.5423 eV
LUMO level = 0.03464 Ha
Orbital gap = 8.70 eV
SMILES = Cc1c[nH]c2ccccc12.CC

Geometry as XYZ:
```
27
Properties=species:S:1:pos:R:3:forces:R:3
C 2.16999 1.97851 0.49492 1.189 0.362 0.295
C 0.04813 0.50802 1.01453 0.244 0.315 0.408
C 1.40867 0.70623 0.58347 0.219 -0.292 0.270
C -0.22485 -0.86810 0.92627 0.338 0.046 0.433
C 1.91900 -0.53658 0.38540 0.022 0.260 -0.633
C -0.85385 1.35445 1.67180 -0.435 -0.247 -0.952
C -1.40313 -1.41856 1.41423 -0.629 0.218 -0.285
C -2.03764 0.80574 2.12766 -0.055 0.402 0.447
C -2.30944 -0.56066 2.02505 0.695 -0.697 -0.014
N 0.93104 -1.48637 0.51007 -0.187 -0.317 0.273
H -0.65654 2.41851 1.70684 -0.049 -0.008 0.258
H 1.52764 2.85246 0.50003 -0.046 0.094 -0.026
H 2.86095 2.04807 -0.35292 -0.641 -0.185 -0.465
H 2.95371 -0.77997 0.20248 -0.106 -0.255 -0.309
H 0.96341 -2.43770 0.19133 0.237 0.011 0.111
H -1.65905 -2.45947 1.25582 0.211 -0.090 0.293
H -2.76444 1.43083 2.62796 0.017 0.100 0.047
H -3.13600 -1.01914 2.55306 -0.329 0.278 -0.307
H 2.92589 2.09356 1.28547 -0.586 -0.001 0.455
C 0.04763 -0.02326 -2.93656 0.566 0.919 -0.212
C -0.70522 -1.20460 -2.36829 -0.864 0.775 0.722
H 0.34128 -0.15130 -3.97629 -0.083 -0.201 -0.164
H -0.49800 0.92622 -2.90494 -0.326 -0.289 0.073
H 0.96974 0.22095 -2.39957 -0.015 -0.401 0.120
H -0.87870 -1.05426 -1.29774 0.519 -0.205 -0.134
H -0.18701 -2.14228 -2.54861 -0.229 -0.151 -0.027
H -1.75322 -1.20131 -2.69145 0.324 -0.443 -0.677
```
Positions in Å, forces in eV/Å.

***

Below is a cluster of 2 separate species, C11H15N in total, with properties calculated with ωB97M-V/def2-TZVPD.

Computed properties:
Relative energy (zero: lowest compared OMol25 entry of this formula, charge and spin) = 0.8898 eV
LUMO level = 0.03371 Ha
Orbital gap = 8.76 eV
SMILES = Cc1c[nH]c2ccccc12.CC

Geometry as XYZ:
```
27
Properties=species:S:1:pos:R:3:forces:R:3
C 1.44021 2.38030 -1.92643 0.061 -0.475 0.303
C 0.24892 2.69128 -1.01959 0.560 -0.292 -0.264
H 1.72353 3.21017 -2.57294 -0.261 -0.088 -0.176
H 2.31352 2.13275 -1.35798 0.679 0.115 0.620
H 1.28800 1.45850 -2.48562 -0.303 0.181 -0.423
H 0.09308 1.92992 -0.25551 0.029 -0.212 -0.239
H -0.62655 2.69648 -1.66862 -0.285 0.551 0.433
H 0.44968 3.60780 -0.46092 -0.491 0.222 -0.322
C -0.02890 0.98601 2.39264 0.648 -0.229 -0.088
C -1.16335 -1.65594 0.00100 -0.776 -0.660 0.709
C -0.16365 -0.93963 0.65830 1.025 0.620 -0.638
C -0.76695 0.10937 1.44604 0.222 -0.874 -0.347
C -2.10303 -0.03491 1.23585 -0.266 0.281 0.316
C -0.92438 -2.76066 -0.82966 0.558 1.789 0.847
C 0.42854 -3.00003 -1.04173 -1.872 -1.189 -0.125
C 1.19167 -1.24768 0.42927 -0.610 -0.171 0.766
C 1.46830 -2.34003 -0.36152 -0.454 -0.808 -0.457
N -2.35784 -1.15697 0.47733 -0.062 0.363 -0.720
H -3.26793 -1.44096 0.16742 -0.016 0.101 -0.112
H -1.78977 -3.29908 -1.19304 0.412 -0.300 -0.442
H -2.91532 0.63768 1.47460 0.021 -0.229 0.425
H 0.54052 -3.87061 -1.67776 0.995 0.012 0.064
H 1.90035 -0.66165 1.00490 0.398 -0.361 -0.206
H 0.72356 0.44126 2.97370 -0.555 -0.602 0.266
H -0.75547 1.40751 3.08187 0.391 0.669 -0.001
H 2.36502 -2.93843 -0.39633 0.784 0.882 -0.069
H 0.68822 1.65756 1.90474 -0.831 0.703 -0.120
```
Positions in Å, forces in eV/Å.